[1]
The following is a quantum chemistry calculation of a cluster of 3 separate species, C4H10O3 in total, from the OMol25 dataset.

The geometry in XYZ format:
```
17
C4H10O3, DFT ωB97M-V/def2-TZVPD
C 0.45 1.86 0.83
C -0.22 0.85 0.40
C 0.36 -0.36 -0.25
C -0.33 -1.43 -0.65
O 0.29 -2.34 -1.42
H 0.01 2.82 1.07
H 1.56 1.99 0.95
H -1.38 0.82 0.45
H 1.53 -0.38 -0.21
H -1.38 -1.70 -0.61
H 1.26 -2.42 -1.20
O 0.68 -0.78 3.45
H 0.86 -1.10 2.58
H 1.28 0.04 3.44
O -1.77 1.04 -3.11
H -1.88 0.14 -3.41
H -1.31 0.96 -2.31
```

Results
**E**: -10450.3696 eV
**Gap between HOMO and LUMO**: 9.44 eV
**E_HOMO**: -8.9 eV
**E_LUMO**: 0.53 eV
**Relative energy (zero: lowest compared OMol25 entry of this formula, charge and spin)**: 66.3 kcal/mol

Atom charges from the natural (NBO) analysis, given in e for atoms 1 to 5:
1. C -0.406
2. C -0.217
3. C -0.349
4. C 0.154
5. O -0.681



[2]
The following is a quantum chemistry calculation of a cluster of 19 separate species, C22H78F3O20 in total, from the OMol25 dataset.

The geometry in XYZ format:
```
123
C22H78F3O20, DFT ωB97M-V/def2-TZVPD
C 2.89 -35.20 -15.85
C 1.52 -35.83 -15.72
O 1.44 -37.06 -14.98
C 1.62 -36.97 -13.63
O 0.46 -36.54 -13.09
C 2.03 -38.24 -12.93
F 3.14 -38.72 -13.45
F 2.27 -37.95 -11.65
F 1.12 -39.23 -13.01
H 2.85 -34.27 -16.37
H 3.62 -35.83 -16.34
H 3.39 -35.01 -14.88
H 1.12 -36.02 -16.74
H 0.82 -35.06 -15.26
H 2.33 -36.15 -13.33
C -1.76 -35.33 -15.92
O -1.67 -35.44 -14.49
H -1.15 -34.59 -16.33
H -2.77 -35.06 -16.22
H -1.51 -36.33 -16.28
H -0.97 -36.01 -14.20
C 5.33 -37.32 -12.13
O 6.62 -36.78 -12.33
H 5.27 -38.31 -12.60
H 4.65 -36.70 -12.70
H 5.05 -37.29 -11.08
H 6.77 -36.78 -13.27
C 1.93 -33.31 -13.31
O 0.71 -33.84 -12.78
H 2.16 -32.33 -12.90
H 1.83 -33.24 -14.39
H 2.78 -33.96 -13.16
H 0.75 -34.80 -12.97
C -1.01 -39.67 -10.44
O -0.94 -40.70 -11.45
H -0.31 -38.86 -10.67
H -0.63 -40.10 -9.54
H -1.95 -39.21 -10.34
H -0.60 -40.20 -12.21
C -0.06 -35.06 -9.75
O 0.23 -36.28 -10.38
H 0.47 -34.24 -10.29
H 0.30 -35.16 -8.73
H -1.10 -34.76 -9.62
H 0.15 -36.27 -11.35
C -2.64 -36.20 -11.58
O -2.17 -34.92 -11.97
H -3.44 -36.52 -12.21
H -2.91 -36.30 -10.57
H -1.76 -36.95 -11.59
H -2.01 -34.98 -12.93
C 6.44 -35.06 -14.90
O 7.48 -36.00 -14.86
H 5.48 -35.39 -14.47
H 6.30 -34.56 -15.84
H 6.66 -34.31 -14.17
H 8.23 -35.63 -15.33
C 2.47 -40.71 -10.26
O 3.58 -40.01 -10.74
H 2.80 -41.24 -9.38
H 2.12 -41.34 -11.06
H 1.67 -40.08 -10.02
H 3.27 -39.34 -11.36
C 5.10 -33.30 -17.96
O 5.11 -34.68 -18.16
H 5.32 -32.73 -18.86
H 5.76 -33.05 -17.12
H 4.16 -32.98 -17.57
H 4.31 -34.91 -18.64
C 3.09 -36.66 -19.06
O 2.70 -35.29 -19.04
H 3.12 -37.15 -18.06
H 4.05 -36.78 -19.52
H 2.45 -37.24 -19.68
H 1.78 -35.33 -18.95
C 5.08 -38.17 -15.78
O 6.26 -38.42 -15.03
H 5.29 -37.59 -16.70
H 4.41 -37.55 -15.21
H 4.43 -39.02 -15.95
H 6.78 -37.62 -15.12
C 3.16 -35.90 -9.46
O 2.82 -35.36 -10.71
H 2.38 -35.69 -8.71
H 4.14 -35.65 -9.10
H 3.16 -36.93 -9.68
H 1.98 -35.74 -10.92
C 4.76 -32.24 -14.55
O 5.90 -31.62 -15.08
H 4.90 -32.18 -13.48
H 4.54 -33.25 -14.78
H 3.82 -31.73 -14.75
H 5.65 -30.74 -15.35
C -0.45 -34.33 -19.18
O -0.12 -35.65 -18.87
H -1.09 -34.26 -20.13
H 0.34 -33.65 -19.34
H -1.04 -33.73 -18.44
H -0.92 -36.11 -18.60
C 1.30 -32.53 -17.33
O 2.13 -31.69 -16.53
H 0.50 -32.05 -17.85
H 1.00 -33.33 -16.66
H 1.92 -32.88 -18.16
H 1.42 -31.22 -16.01
C -1.27 -39.08 -14.88
O -1.32 -38.73 -13.55
H -2.11 -39.79 -15.05
H -0.26 -39.41 -15.25
H -1.58 -38.17 -15.43
H -0.70 -38.04 -13.33
C 0.26 -38.59 -17.77
O 1.45 -38.68 -17.00
H 0.58 -38.31 -18.76
H -0.42 -37.86 -17.28
H -0.28 -39.54 -17.94
H 1.36 -38.13 -16.21
C -1.57 -32.17 -15.37
O -1.55 -31.94 -16.74
H -1.78 -31.27 -14.78
H -0.62 -32.57 -15.14
H -2.26 -32.94 -15.06
H -2.15 -31.28 -16.97
```

Results
**E**: -73174.3838 eV
**Gap between HOMO and LUMO**: 8.42 eV
**E_HOMO**: -6.6 eV
**E_LUMO**: 1.78 eV
**Total charge**: -1
**Relative energy (zero: lowest compared OMol25 entry of this formula, charge and spin)**: 11.5 kcal/mol

Atom charges from the Mulliken analysis, given in e for atoms 1 to 5:
1. C 2.897
2. C 2.588
3. O 0.618
4. C 1.312
5. O 1.469



[3]
The following is a quantum chemistry calculation of a structure of composition C20H27N5O5, from the OMol25 dataset.

The geometry in XYZ format:
```
57
C20H27N5O5, DFT ωB97M-V/def2-TZVPD
C -5.75 3.62 -1.79
C -4.26 3.81 -1.92
C -3.66 3.05 -0.80
C -3.66 1.51 -0.81
C -2.80 0.88 0.27
H -3.07 -0.33 0.44
H -3.18 1.16 1.53
O -1.53 0.87 0.15
C -0.90 1.65 1.05
O -1.48 2.36 2.02
C 0.38 1.57 0.85
C 1.40 2.33 1.48
N 2.91 2.55 1.24
C 3.11 1.72 0.24
N 4.46 1.68 -0.41
N 4.31 0.84 -1.23
N 3.19 0.61 -1.43
N 2.40 1.01 -0.44
C 0.83 0.83 -0.35
C 0.70 -0.72 0.24
C 1.28 -1.15 1.26
C 1.02 -2.60 1.86
C 0.31 -3.39 0.90
C -0.11 -2.97 -0.22
C 0.02 -1.61 -1.03
O -0.39 -0.90 -1.92
C -0.82 -1.59 -2.88
H -2.02 -2.23 -2.63
H -1.18 -1.00 -3.55
H -0.30 -2.39 -3.29
O -0.82 -3.80 -1.28
C 0.09 -4.85 -1.82
H 0.87 -4.48 -2.21
H -0.50 -5.31 -2.40
H 0.39 -5.52 -0.89
O -0.02 -4.70 1.15
C 0.59 -5.09 2.25
H 0.17 -6.19 2.69
H 0.06 -4.62 3.24
H 1.59 -5.25 2.61
H 1.43 -2.67 2.84
H 1.70 -0.61 2.23
H 0.46 0.93 -1.12
H 3.53 3.05 1.88
C 1.09 3.24 2.66
H 1.32 4.55 2.48
H 1.66 3.18 3.68
H 0.04 3.51 3.01
H -4.79 1.15 -0.87
H -3.24 0.91 -1.68
H -2.49 3.20 -0.80
H -3.96 3.33 0.14
H -4.02 4.86 -2.01
H -3.81 3.35 -2.74
H -6.17 4.31 -2.55
H -6.23 3.93 -0.74
H -5.96 2.58 -2.05
```

Results
**E**: -38841.4330 eV
**Gap between HOMO and LUMO**: 7.14 eV
**E_HOMO**: -8.0 eV
**E_LUMO**: -0.85 eV
**Relative energy (zero: lowest compared OMol25 entry of this formula, charge and spin)**: 587.4 kcal/mol

Atom charges from the natural (NBO) analysis, given in e for atoms 1 to 5:
1. C -0.609
2. C -0.411
3. C -0.373
4. C -0.446
5. C -0.068



[4]
The following is a quantum chemistry calculation of a cluster of 8 separate species, C48H120BF10N6O6P in total, from the OMol25 dataset.

The geometry in XYZ format:
```
192
C48H120BF10N6O6P, DFT ωB97M-V/def2-TZVPD
C -4.52 -5.93 1.97
C -3.16 -5.63 1.45
N -2.41 -4.40 1.94
C -3.32 -3.18 1.82
C -2.11 -4.72 3.50
C -1.70 -3.44 4.28
C -1.06 -4.18 1.17
C -1.11 -4.15 -0.33
O -1.24 -5.54 -0.70
C -1.81 -5.71 -2.05
H -4.90 -6.84 1.50
H -5.21 -5.09 1.89
H -4.70 -6.28 2.99
H -3.33 -5.43 0.39
H -2.50 -6.49 1.50
H -3.80 -3.03 0.85
H -2.69 -2.30 1.86
H -4.05 -3.19 2.63
H -1.35 -5.50 3.59
H -2.99 -5.12 4.00
H -0.81 -3.01 3.80
H -1.39 -3.57 5.31
H -2.39 -2.59 4.27
H -0.39 -5.02 1.33
H -0.53 -3.34 1.64
H -0.15 -3.82 -0.73
H -1.90 -3.50 -0.70
H -2.83 -5.31 -2.02
H -1.93 -6.75 -2.33
H -1.36 -5.20 -2.90
C 2.73 2.25 4.67
C 1.59 1.29 4.34
N 0.74 0.89 5.58
C 1.64 0.02 6.45
C 0.22 2.19 6.32
C -0.79 3.02 5.61
C -0.39 0.02 5.06
C -1.40 -0.39 6.13
O -2.17 0.76 6.51
C -3.18 0.53 7.52
H 3.38 2.05 5.52
H 2.41 3.28 4.83
H 3.34 2.30 3.77
H 2.04 0.40 3.89
H 0.98 1.66 3.51
H 2.12 -0.80 5.91
H 1.11 -0.29 7.35
H 2.43 0.64 6.87
H 1.13 2.75 6.54
H -0.26 1.75 7.20
H -1.68 2.54 5.22
H -0.51 3.55 4.70
H -1.12 3.86 6.21
H 0.07 -0.88 4.63
H -0.78 0.47 4.15
H -0.93 -0.79 7.02
H -2.19 -1.05 5.77
H -3.94 -0.21 7.24
H -3.74 1.37 7.92
H -2.69 0.00 8.34
C -8.01 1.74 -1.94
C -7.03 0.88 -2.80
N -6.04 1.71 -3.63
C -5.19 0.73 -4.48
C -6.82 2.65 -4.67
C -7.94 2.03 -5.51
C -5.18 2.77 -2.77
C -4.44 2.14 -1.56
O -3.68 1.04 -1.97
C -2.76 0.57 -0.94
H -8.60 2.39 -2.59
H -7.42 2.38 -1.29
H -8.65 1.13 -1.31
H -7.60 0.24 -3.47
H -6.40 0.32 -2.11
H -4.62 0.14 -3.77
H -4.54 1.38 -5.07
H -5.97 0.15 -4.99
H -6.04 3.00 -5.35
H -7.20 3.49 -4.08
H -8.84 1.93 -4.91
H -7.81 0.95 -5.66
H -8.17 2.62 -6.39
H -5.66 3.73 -2.59
H -4.36 3.06 -3.42
H -5.14 1.95 -0.75
H -3.72 2.84 -1.13
H -1.96 1.26 -0.69
H -2.34 -0.37 -1.29
H -3.33 0.33 -0.05
C 2.11 -6.05 -1.07
C 3.34 -6.02 -0.21
N 4.50 -4.99 -0.68
C 4.97 -5.51 -2.11
C 3.98 -3.56 -0.97
C 3.16 -2.94 0.19
C 5.67 -5.19 0.27
C 6.87 -4.20 0.09
O 6.47 -2.99 0.65
C 7.42 -1.96 0.45
H 2.07 -6.60 -2.01
H 1.77 -5.04 -1.31
H 1.22 -6.48 -0.59
H 3.83 -6.97 0.01
H 2.99 -5.73 0.78
H 5.34 -6.53 -1.97
H 5.82 -4.99 -2.54
H 4.10 -5.58 -2.76
H 3.42 -3.41 -1.89
H 4.90 -2.98 -1.12
H 2.17 -3.35 0.37
H 3.02 -1.89 -0.08
H 3.63 -3.09 1.16
H 5.98 -6.22 0.10
H 5.32 -5.05 1.30
H 7.10 -4.18 -0.98
H 7.78 -4.59 0.55
H 7.38 -1.61 -0.59
H 8.41 -2.32 0.72
H 7.13 -1.16 1.13
C 4.37 3.92 -2.42
C 5.05 2.50 -2.29
N 4.69 1.61 -0.99
C 5.23 0.17 -1.03
C 5.42 2.48 0.15
C 5.41 1.85 1.62
C 3.19 1.46 -0.69
C 2.33 0.85 -1.80
O 2.14 1.76 -2.90
C 0.96 1.40 -3.76
H 4.56 4.66 -1.64
H 3.29 3.95 -2.54
H 4.92 4.38 -3.24
H 6.13 2.52 -2.15
H 4.73 1.87 -3.12
H 6.32 0.19 -1.11
H 4.90 -0.31 -1.95
H 5.10 -0.32 -0.06
H 4.88 3.43 0.11
H 6.45 2.58 -0.18
H 5.51 2.69 2.30
H 6.19 1.12 1.86
H 4.47 1.37 1.89
H 2.93 2.52 -0.62
H 3.09 1.06 0.32
H 1.41 0.64 -1.26
H 2.81 -0.04 -2.20
H 0.86 0.33 -3.96
H 1.19 1.86 -4.71
H 0.08 1.71 -3.20
C -3.31 5.93 -2.82
C -2.44 4.94 -3.72
N -1.22 5.61 -4.35
C -0.45 4.47 -5.08
C -1.78 6.47 -5.53
C -0.70 7.18 -6.45
C -0.28 6.33 -3.36
C 0.39 5.24 -2.35
O -0.57 4.62 -1.60
C -0.16 3.63 -0.65
H -3.49 6.85 -3.37
H -2.85 6.24 -1.87
H -4.21 5.40 -2.52
H -3.03 4.59 -4.57
H -2.10 4.03 -3.24
H -1.09 4.29 -5.94
H -0.43 3.49 -4.60
H 0.51 4.89 -5.38
H -2.25 7.30 -4.99
H -2.49 5.86 -6.09
H -1.21 7.72 -7.26
H 0.07 6.49 -6.78
H -0.13 7.91 -5.88
H -0.84 7.12 -2.85
H 0.56 6.83 -3.84
H 1.12 5.75 -1.72
H 0.92 4.53 -2.98
H 0.14 2.71 -1.16
H -0.89 3.29 0.09
H 0.69 3.97 -0.06
P 2.38 -4.07 4.52
F 3.85 -4.25 3.69
F 2.52 -5.63 5.02
F 3.22 -3.65 5.84
F 0.94 -3.92 5.36
F 2.23 -2.46 4.16
F 1.49 -4.52 3.24
B 0.30 -0.48 1.23
F -0.97 -0.67 1.79
F 0.39 0.88 1.06
F 1.25 -0.96 2.14
F 0.37 -1.10 0.02
```

Results
**E**: -110066.2386 eV
**Gap between HOMO and LUMO (alpha / beta)**: 2.32 / 9.89 eV
**E_HOMO (alpha / beta)**: -7.4 / -15.0 eV
**Spin multiplicity**: 2
**E_LUMO (alpha / beta)**: -5.07 / -5.13 eV
**Total charge**: +3

Atom charges from the Mulliken analysis, given in e for atoms 1 to 5:
1. C -1.459
2. C -0.183
3. N 1.284
4. C -1.122
5. C -1.057



[5]
The following is a quantum chemistry calculation of a structure of composition C16H18MgN2O4P, from the OMol25 dataset.

The geometry in XYZ format:
```
42
C16H18MgN2O4P, DFT ωB97M-V/def2-TZVPD
Mg -2.16 0.16 0.63
O -2.39 2.16 0.22
C -2.04 1.72 -0.91
O -2.53 0.62 -1.34
C -0.71 2.13 -1.45
P 0.26 0.84 -0.46
C 0.88 -0.34 -1.70
C 0.06 -0.76 -2.75
C 0.51 -1.74 -3.63
C 1.76 -2.31 -3.46
C 2.57 -1.91 -2.41
C 2.13 -0.93 -1.53
C 1.73 1.70 0.14
C 2.63 2.30 -0.74
C 3.73 2.99 -0.25
C 3.93 3.08 1.12
C 3.04 2.49 2.00
C 1.94 1.80 1.51
H -0.41 3.13 -1.15
H -0.59 1.97 -2.52
H -0.92 -0.32 -2.89
H -0.12 -2.04 -4.46
H 2.11 -3.07 -4.16
H 3.55 -2.35 -2.27
H 2.78 -0.62 -0.72
H 2.48 2.22 -1.81
H 4.42 3.45 -0.94
H 4.79 3.62 1.50
H 3.20 2.57 3.07
H 1.24 1.35 2.20
C -3.81 -1.68 4.58
O -3.56 -2.47 3.39
C -3.08 -1.84 2.36
O -2.80 -0.63 2.34
N -2.89 -2.63 1.28
N -2.39 -2.01 0.12
H -4.23 -2.38 5.30
H -4.53 -0.89 4.36
H -2.88 -1.25 4.95
H -3.14 -3.61 1.30
H -3.05 -2.07 -0.64
H -1.52 -2.45 -0.17
```

Results
**E**: -42785.4958 eV
**Gap between HOMO and LUMO**: 8.98 eV
**E_HOMO**: -11.8 eV
**E_LUMO**: -2.78 eV
**Total charge**: +1
**Relative energy (zero: lowest compared OMol25 entry of this formula, charge and spin)**: 0.2 kcal/mol

Atom charges from the natural (NBO) analysis, given in e for atoms 1 to 5:
1. Mg 1.750
2. O -0.794
3. C 0.732
4. O -0.842
5. C -0.773



[6]
The following is a quantum chemistry calculation of a structure of composition C3H3AgLi2O3, from the OMol25 dataset.

The geometry in XYZ format:
```
12
C3H3AgLi2O3, DFT ωB97M-V/def2-TZVPD
O -2.18 -1.51 -0.10
Li -2.43 -1.31 2.34
C -1.48 -0.59 0.39
O -1.88 0.66 0.19
C -0.90 1.70 0.63
H -1.04 2.54 -0.08
H 0.08 1.28 0.32
Li -2.18 2.38 2.23
C -3.02 0.66 3.74
O -2.05 1.40 4.09
Ag -0.36 0.46 2.83
H -3.99 1.27 3.62
```

Results
**E**: -13706.5157 eV
**Gap between HOMO and LUMO**: 6.53 eV
**E_HOMO**: -7.2 eV
**E_LUMO**: -0.69 eV

Atom charges from the natural (NBO) analysis, given in e for atoms 1 to 5:
1. O -0.722
2. Li 0.801
3. C 0.312
4. O -0.614
5. C -0.794



[7]
The following is a quantum chemistry calculation of a cluster of 2 separate species, C2N2O2S3 in total, from the OMol25 dataset.

The geometry in XYZ format:
```
9
C2N2O2S3, DFT ωB97M-V/def2-TZVPD
C -1.02 -0.60 0.34
C 1.44 -2.58 1.00
N -0.56 -1.59 -0.16
N 2.16 -2.28 1.84
O -0.67 1.97 -1.80
O -0.37 4.21 -0.76
S -1.62 0.66 0.99
S 0.56 -2.66 -0.45
S 0.09 2.86 -1.00
```

Results
**E**: -41652.4455 eV
**Gap between HOMO and LUMO**: 8.22 eV
**E_HOMO**: -9.4 eV
**E_LUMO**: -1.16 eV
**Relative energy (zero: lowest compared OMol25 entry of this formula, charge and spin)**: 0.0 kcal/mol

Atom charges from the natural (NBO) analysis, given in e for atoms 1 to 5:
1. C 0.249
2. C -0.024
3. N -0.681
4. N -0.254
5. O -0.833



[8]
The following is a quantum chemistry calculation of a structure of composition C2H4N4, from the OMol25 dataset.

The geometry in XYZ format:
```
10
C2H4N4, DFT ωB97M-V/def2-TZVPD
C 1.48 0.59 1.36
C 1.05 0.81 -0.69
N 2.02 0.99 0.17
N 0.35 0.01 1.21
N 0.06 0.23 -0.02
N -1.28 -0.78 -0.72
H 2.07 0.48 2.21
H 0.90 0.89 -1.70
H -0.91 -1.71 -0.58
H -1.19 -0.52 -1.69
```

Results
**E**: -8095.9462 eV
**Gap between HOMO and LUMO**: 10.04 eV
**E_HOMO**: -10.1 eV
**E_LUMO**: -0.10 eV
**Relative energy (zero: lowest compared OMol25 entry of this formula, charge and spin)**: 77.7 kcal/mol

Atom charges from the natural (NBO) analysis, given in e for atoms 1 to 5:
1. C 0.118
2. C 0.124
3. N -0.463
4. N -0.280
5. N -0.030



[9]
The following is a quantum chemistry calculation of a cluster of 2 separate species, C2H7FN2S in total, from the OMol25 dataset.

The geometry in XYZ format:
```
13
C2H7FN2S, DFT ωB97M-V/def2-TZVPD
H 2.12 -1.99 0.07
N 1.82 -1.34 0.84
N 1.45 -0.26 0.44
C 1.38 -0.05 -1.00
H 1.83 -0.96 -1.58
H 1.85 0.78 -1.37
H 0.27 -0.05 -1.23
C -1.91 1.16 0.88
S -1.74 0.24 -0.69
F -1.53 -1.23 0.04
H -2.34 0.44 1.54
H -0.88 1.20 1.28
H -2.33 2.07 0.78
```

Results
**E**: -18717.0720 eV
**Gap between HOMO and LUMO**: 9.17 eV
**E_HOMO**: -9.0 eV
**E_LUMO**: 0.19 eV
**Relative energy (zero: lowest compared OMol25 entry of this formula, charge and spin)**: 9.4 kcal/mol

Atom charges from the natural (NBO) analysis, given in e for atoms 1 to 5:
1. H 0.261
2. N -0.283
3. N -0.108
4. C -0.502
5. H 0.150



Repeat the fifth record exactly.
The following is a quantum chemistry calculation of a structure of composition C16H18MgN2O4P, from the OMol25 dataset.

The geometry in XYZ format:
```
42
C16H18MgN2O4P, DFT ωB97M-V/def2-TZVPD
Mg -2.16 0.16 0.63
O -2.39 2.16 0.22
C -2.04 1.72 -0.91
O -2.53 0.62 -1.34
C -0.71 2.13 -1.45
P 0.26 0.84 -0.46
C 0.88 -0.34 -1.70
C 0.06 -0.76 -2.75
C 0.51 -1.74 -3.63
C 1.76 -2.31 -3.46
C 2.57 -1.91 -2.41
C 2.13 -0.93 -1.53
C 1.73 1.70 0.14
C 2.63 2.30 -0.74
C 3.73 2.99 -0.25
C 3.93 3.08 1.12
C 3.04 2.49 2.00
C 1.94 1.80 1.51
H -0.41 3.13 -1.15
H -0.59 1.97 -2.52
H -0.92 -0.32 -2.89
H -0.12 -2.04 -4.46
H 2.11 -3.07 -4.16
H 3.55 -2.35 -2.27
H 2.78 -0.62 -0.72
H 2.48 2.22 -1.81
H 4.42 3.45 -0.94
H 4.79 3.62 1.50
H 3.20 2.57 3.07
H 1.24 1.35 2.20
C -3.81 -1.68 4.58
O -3.56 -2.47 3.39
C -3.08 -1.84 2.36
O -2.80 -0.63 2.34
N -2.89 -2.63 1.28
N -2.39 -2.01 0.12
H -4.23 -2.38 5.30
H -4.53 -0.89 4.36
H -2.88 -1.25 4.95
H -3.14 -3.61 1.30
H -3.05 -2.07 -0.64
H -1.52 -2.45 -0.17
```

Results
**E**: -42785.4958 eV
**Gap between HOMO and LUMO**: 8.98 eV
**E_HOMO**: -11.8 eV
**E_LUMO**: -2.78 eV
**Total charge**: +1
**Relative energy (zero: lowest compared OMol25 entry of this formula, charge and spin)**: 0.2 kcal/mol

Atom charges from the natural (NBO) analysis, given in e for atoms 1 to 5:
1. Mg 1.750
2. O -0.794
3. C 0.732
4. O -0.842
5. C -0.773